(1)
A molecular structure, C12H11Cl2IrN6O4Te, computed with wB97M-V/def2-TZVPD.

Element x y z (Å)
1 Ir 0.03 0.65 0.27
2 O 3.26 2.15 4.89
3 C 3.19 0.84 4.78
4 O 3.70 0.07 5.55
5 C 2.40 0.29 3.63
6 C 2.24 -1.07 3.41
7 N 1.48 -1.22 2.31
8 N 1.16 -0.02 1.81
9 C 1.70 0.91 2.58
10 C 1.44 2.34 2.18
11 O 1.89 3.24 2.86
12 O 0.75 2.47 1.09
13 H 2.77 2.63 4.17
14 H 2.62 -1.90 3.96
15 H 1.15 -2.05 1.83
16 Cl 0.65 -0.76 -3.14
17 C 2.21 -0.24 -2.57
18 Cl 2.09 0.73 -1.03
19 H 2.66 0.44 -3.28
20 H 2.84 -1.09 -2.35
21 N -3.50 1.87 1.84
22 C -3.15 1.16 2.97
23 C -1.96 0.56 2.69
24 N -1.60 0.90 1.42
25 C -2.54 1.69 0.92
26 C -2.32 2.13 -0.43
27 N -1.23 1.65 -1.02
28 C -1.19 2.21 -2.27
29 C -2.28 3.01 -2.44
30 N -2.99 2.94 -1.27
31 H -4.34 2.41 1.73
32 H -3.77 1.15 3.84
33 H -1.36 -0.08 3.31
34 H -0.40 1.99 -2.97
35 H -2.60 3.60 -3.27
36 H -3.84 3.44 -1.08
37 Te -0.81 -1.74 -0.38

Values from the calculation:
Charge ... +1
Energy relative to the best compared isomer or geometry (same formula, charge and spin) ... 0.76 kcal/mol
Electronic energy ... -2385.9991 Eh
<S²> ... 0.754
HOMO-LUMO gap (alpha / beta) ... 7.412 / 6.310 eV
Spin multiplicity ... 2

(2)
A single C12H11N3O6 molecule in a non-equilibrium geometry, computed with wB97M-V/def2-TZVPD.

Element x y z (Å)
1 C 3.09 3.00 0.71
2 C 3.15 2.34 -0.67
3 O 3.18 0.92 -0.59
4 C 2.06 0.23 -0.31
5 C 0.79 0.75 -0.18
6 C -0.33 -0.06 0.09
7 C -1.63 0.57 0.20
8 C -2.85 0.04 0.05
9 N -3.27 -1.23 -0.30
10 C -4.64 -1.31 -0.39
11 O -5.29 -2.26 -0.70
12 N -5.11 -0.05 -0.05
13 C -4.10 0.84 0.22
14 O -4.21 2.00 0.53
15 C -0.13 -1.42 0.24
16 C 1.15 -1.97 0.11
17 N 1.27 -3.38 0.27
18 O 2.39 -3.88 0.20
19 O 0.27 -4.03 0.46
20 C 2.26 -1.17 -0.17
21 O 3.50 -1.62 -0.31
22 H 3.94 2.67 1.30
23 H 2.18 2.73 1.24
24 H 3.14 4.08 0.59
25 H 4.08 2.60 -1.17
26 H 2.32 2.67 -1.30
27 H 0.62 1.81 -0.28
28 H -1.62 1.63 0.42
29 H -2.67 -1.99 -0.57
30 H -6.09 0.18 -0.02
31 H -0.93 -2.09 0.52
32 H 3.51 -2.60 -0.17

Values from the calculation:
Charge ... 0
Energy relative to the best compared isomer or geometry (same formula, charge and spin) ... 0.00 kcal/mol
Electronic energy ... -1079.5467 Eh
SMILES ... CCOc1cc(/C=C2\NC(=O)NC2=O)cc([N+](=O)[O-])c1O
HOMO-LUMO gap ... 7.522 eV

(3)
A single C12H11NO molecule in a non-equilibrium geometry, computed with wB97M-V/def2-TZVPD.

Element x y z (Å)
1 C -2.38 -2.75 -0.62
2 C -1.70 -1.85 -1.27
3 C -0.19 -1.70 -1.47
4 C -0.02 -0.30 -0.96
5 C -0.06 1.17 -1.85
6 C -0.46 1.37 -3.10
7 O 0.21 2.12 -0.96
8 C 0.60 1.61 0.25
9 N 1.18 2.31 1.16
10 C 1.50 1.53 2.35
11 C 1.97 2.20 3.36
12 C 1.10 0.16 2.44
13 C 0.57 -0.61 1.45
14 C 0.42 0.11 0.21
15 H -3.52 -2.59 -0.50
16 H -1.96 -3.63 -0.27
17 H -2.20 -0.89 -1.60
18 H -0.12 -2.01 -2.58
19 H 0.29 -2.41 -0.91
20 H -0.38 2.36 -3.60
21 H -0.88 0.53 -3.71
22 H 2.31 3.28 3.11
23 H 2.11 1.81 4.29
24 H 1.35 -0.17 3.40
25 H 0.27 -1.64 1.36

Values from the calculation:
Charge ... 0
Energy relative to the best compared isomer or geometry (same formula, charge and spin) ... 101.47 kcal/mol
Electronic energy ... -593.7068 Eh
SMILES ... C=CCc1c(=C)oc2nc(=C)ccc12
HOMO-LUMO gap ... 7.637 eV

(4)
A single C12H12 molecule in a non-equilibrium geometry, computed with wB97M-V/def2-TZVPD.

Element x y z (Å)
1 C 1.47 -2.05 -3.08
2 C 1.06 -1.57 -1.71
3 C 0.53 -2.43 -0.67
4 C -0.14 -1.84 0.38
5 C -0.25 -0.43 0.55
6 C -0.70 0.21 1.78
7 C -1.00 1.54 1.81
8 C -1.54 2.15 3.09
9 C -0.61 2.29 0.64
10 C -0.02 1.80 -0.46
11 C 0.27 0.40 -0.53
12 C 0.94 -0.24 -1.66
13 H 0.81 -2.92 -3.42
14 H 2.38 -2.64 -3.18
15 H 1.50 -1.26 -3.91
16 H 0.55 -3.55 -0.79
17 H -0.42 -2.39 1.37
18 H -0.96 -0.41 2.75
19 H -2.21 3.10 2.91
20 H -0.66 2.59 3.63
21 H -2.06 1.43 3.67
22 H -0.61 3.36 0.59
23 H 0.35 2.50 -1.28
24 H 1.30 0.37 -2.49

Values from the calculation:
Charge ... 0
Energy relative to the best compared isomer or geometry (same formula, charge and spin) ... 29.48 kcal/mol
Electronic energy ... -464.4251 Eh
SMILES ... Cc1ccc2cc(C)ccc2c1
HOMO-LUMO gap ... 9.060 eV

(5)
2 unconnected molecules or ions with the total composition C12H12 in a non-equilibrium geometry, computed with wB97M-V/def2-TZVPD.

Element x y z (Å)
1 C -3.85 -0.94 -0.01
2 C -2.57 -1.38 0.05
3 C -1.51 -0.41 0.02
4 C -1.86 0.97 -0.04
5 C -3.16 1.38 -0.12
6 C -4.22 0.42 -0.27
7 H -4.77 -1.62 0.06
8 H -2.06 -2.35 0.15
9 H -0.36 -0.45 -0.01
10 H -1.10 1.85 -0.09
11 H -3.40 2.43 -0.24
12 H -5.37 0.66 -0.38
13 C 3.74 0.33 -0.91
14 C 3.40 -0.99 -0.67
15 C 2.43 -1.39 0.30
16 C 1.93 -0.46 1.22
17 C 2.38 0.86 1.01
18 C 3.24 1.33 -0.07
19 H 4.25 0.41 -1.89
20 H 4.08 -1.82 -1.16
21 H 1.86 -2.32 -0.13
22 H 1.00 -0.63 1.82
23 H 2.33 1.79 1.65
24 H 3.58 2.34 -0.28

Values from the calculation:
Charge ... 0
Energy relative to the best compared isomer or geometry (same formula, charge and spin) ... 82.92 kcal/mol
Electronic energy ... -464.3399 Eh
SMILES ... c1ccccc1.c1ccccc1
HOMO-LUMO gap ... 9.912 eV

(6)
2 unconnected molecules or ions with the total composition C12H12 in a non-equilibrium geometry, computed with wB97M-V/def2-TZVPD.

Element x y z (Å)
1 C -2.41 1.71 -3.50
2 C -3.39 0.82 -3.00
3 C -3.42 0.33 -1.73
4 C -2.44 0.90 -0.93
5 C -1.70 2.02 -1.19
6 C -1.52 2.21 -2.55
7 H -2.26 2.06 -4.65
8 H -4.29 0.34 -3.62
9 H -4.35 -0.35 -1.51
10 H -2.59 0.89 0.17
11 H -1.11 2.59 -0.48
12 H -0.73 2.76 -3.01
13 C 1.86 -2.53 2.41
14 C 1.67 -2.03 1.18
15 C 2.33 -0.82 0.95
16 C 3.31 -0.27 1.84
17 C 3.39 -0.77 3.13
18 C 2.65 -1.92 3.34
19 H 1.34 -3.47 2.93
20 H 0.81 -2.18 0.46
21 H 2.06 -0.29 -0.02
22 H 3.90 0.70 1.60
23 H 3.92 -0.25 4.01
24 H 2.97 -2.45 4.17

Values from the calculation:
Charge ... 0
Energy relative to the best compared isomer or geometry (same formula, charge and spin) ... 83.50 kcal/mol
Electronic energy ... -464.3390 Eh
SMILES ... c1ccccc1.c1ccccc1
HOMO-LUMO gap ... 9.980 eV

(7)
A molecular structure, C12H12B2F2N8Sr, computed with wB97M-V/def2-TZVPD.

Element x y z (Å)
1 Sr 0.00 0.30 -0.12
2 C 1.04 -0.15 4.25
3 C 0.34 0.60 3.31
4 N -0.09 -0.17 2.31
5 N 0.32 -1.43 2.59
6 C 1.01 -1.43 3.74
7 B 0.12 -2.66 1.62
8 N -1.24 -2.53 0.82
9 C -2.22 -3.46 0.85
10 C -3.21 -3.08 -0.03
11 C -2.75 -1.89 -0.57
12 N -1.56 -1.56 -0.07
13 N 1.34 -2.67 0.64
14 C 2.35 -3.54 0.55
15 C 3.30 -3.04 -0.32
16 C 2.78 -1.82 -0.73
17 N 1.60 -1.58 -0.15
18 N 0.04 -3.92 2.44
19 C -0.56 -4.09 3.65
20 C -0.69 -5.44 3.87
21 C -0.15 -6.03 2.71
22 N 0.27 -5.12 1.85
23 H 1.50 0.19 5.16
24 H 0.12 1.66 3.31
25 H 1.44 -2.34 4.13
26 H -2.14 -4.32 1.49
27 H -4.13 -3.60 -0.24
28 H -3.22 -1.26 -1.31
29 H 2.31 -4.47 1.09
30 H 4.22 -3.50 -0.62
31 H 3.20 -1.10 -1.42
32 H -0.87 -3.25 4.25
33 H -1.11 -5.92 4.74
34 H -0.05 -7.07 2.47
35 F -0.03 3.53 1.10
36 B -0.04 3.19 -0.15
37 F -0.06 3.88 -1.25

Values from the calculation:
Charge ... +1
Energy relative to the best compared isomer or geometry (same formula, charge and spin) ... 1.05 kcal/mol
Electronic energy ... -1182.6629 Eh
<S²> ... 0.751
HOMO-LUMO gap (alpha / beta) ... 7.981 / 5.619 eV
Spin multiplicity ... 2